No. 1
Density functional theory data (ωB97M-V/def2-TZVPD) for the molecule C6H12N2O.

Calculated values
Energy above the lowest of the compared OMol25 structures with the same formula, charge and spin: 395.2 kJ/mol
Total energy: -420.43338 Ha
HOMO level: -0.2949 hartree

Geometry as XYZ:
```
21
Properties=species:S:1:pos:R:3:forces:R:3:mulliken_charge:R:1
C -0.104 0.021 1.769 2.13 -1.97 -0.75 -0.50
C 0.697 1.064 2.532 0.07 -0.03 -0.17 -1.14
C 0.916 -0.520 0.360 -2.16 1.51 3.50 0.28
N 2.011 -0.911 0.266 0.95 -0.41 -0.37 -0.78
H -1.173 0.245 1.772 0.28 0.12 -0.88 0.45
H -0.064 -0.947 2.277 0.17 0.16 0.23 0.36
H 1.745 0.769 2.598 -0.07 0.02 -0.06 0.34
H 0.645 2.040 2.044 0.04 0.01 0.03 0.26
H 0.315 1.183 3.548 -0.07 -0.02 -0.05 0.35
C 0.585 0.078 -2.294 -0.12 0.04 0.58 -0.90
C -0.969 -1.474 -1.206 0.19 0.47 0.17 -1.02
N -0.144 -0.255 -1.050 -1.84 0.80 -0.15 0.24
C -0.918 0.895 -0.454 -0.98 -0.75 -2.70 -0.03
O -2.114 0.879 -0.323 1.56 0.04 0.10 -0.47
H -0.259 1.770 -0.363 -0.05 -0.04 0.41 0.43
H -0.300 -2.314 -1.387 0.00 0.09 -0.05 0.41
H 1.319 -0.701 -2.496 0.01 -0.03 0.25 0.35
H 1.117 1.016 -2.158 0.01 0.05 -0.04 0.34
H -0.112 0.138 -3.129 -0.03 0.10 -0.02 0.34
H -1.517 -1.637 -0.282 -0.02 -0.06 0.01 0.32
H -1.675 -1.340 -2.022 -0.07 -0.11 -0.05 0.35
```
Forces are in eV/Å.

No. 2
Density functional theory data (ωB97M-V/def2-TZVPD) for the molecule C3H4O2.

Calculated values
Energy above the lowest of the compared OMol25 structures with the same formula, charge and spin: 66.2 kJ/mol
Total energy: -267.16755 Ha
HOMO level: -0.3663 hartree

Geometry as XYZ:
```
9
Properties=species:S:1:pos:R:3:forces:R:3:mulliken_charge:R:1
C -0.905 0.519 -0.552 -0.09 0.03 0.02 -0.92
C -0.183 -0.531 0.245 -0.28 -0.21 0.04 0.62
O -0.692 -1.545 0.667 0.17 0.40 -0.16 -0.49
C 1.305 -0.332 0.549 0.32 0.29 -0.06 0.00
O 1.951 0.608 0.163 -0.37 -0.44 0.16 -0.45
H -1.976 0.444 -0.355 0.15 -0.02 -0.05 0.31
H -0.730 0.345 -1.621 0.03 0.01 0.15 0.26
H -0.538 1.522 -0.320 0.02 -0.16 -0.02 0.31
H 1.716 -1.153 1.169 0.05 0.11 -0.08 0.36
```
Forces are in eV/Å.

No. 3
Density functional theory data (ωB97M-V/def2-TZVPD) for a structure of composition C41H65BrN3OSbSi4TeV.

Calculated values
Spin multiplicity: 3
Energy above the lowest of the compared OMol25 structures with the same formula, charge and spin: 0.0 kJ/mol
Total energy: -7025.02542 Ha
HOMO level (spin up / spin down): -0.3467 / -0.3521 hartree
Charge: +1

Geometry as XYZ:
```
118
Properties=species:S:1:pos:R:3:forces:R:3:mulliken_charge:R:1
V -0.680 -1.277 0.000 0.20 0.02 0.61 -1.30
C 2.814 -1.436 0.163 0.12 -0.21 0.00 -0.67
C 2.079 -2.400 -0.719 -0.21 0.06 -0.05 0.36
C 2.740 -3.439 -1.355 0.11 -0.04 -0.02 -0.96
C 2.052 -4.279 -2.210 0.13 -0.08 -0.04 -0.83
C 0.711 -4.043 -2.470 -0.18 -0.07 -0.07 -0.82
C 0.091 -2.987 -1.836 0.16 0.48 0.27 0.46
N 0.761 -2.225 -0.949 0.97 -1.00 -0.64 1.06
Sb -1.887 -2.416 -2.653 -0.47 -0.86 -0.02 0.78
C -3.146 -1.397 -1.163 0.48 0.01 0.21 -0.04
C -4.411 -1.051 -1.577 -0.06 -0.08 0.05 -1.20
C -5.246 -0.405 -0.675 -0.09 0.02 0.04 -0.78
C -4.815 -0.209 0.622 -0.12 0.04 0.03 -0.89
C -3.537 -0.601 1.000 0.15 -0.06 -0.14 0.53
C -3.113 -0.509 2.431 -0.04 0.06 0.05 -0.89
N -2.697 -1.118 0.084 -1.07 -0.31 -0.18 1.46
C -2.553 -4.278 -1.611 -0.01 0.03 0.46 0.31
C -2.969 -5.431 -2.256 0.08 0.15 -0.24 -1.03
C -3.366 -6.529 -1.501 -0.06 -0.12 -0.09 -0.38
C -3.397 -6.418 -0.130 -0.03 -0.02 0.12 -0.70
C -3.006 -5.218 0.468 0.11 0.28 -0.20 0.63
C -3.149 -5.043 1.956 0.11 -0.07 -0.08 -1.23
N -2.546 -4.186 -0.259 -0.18 -0.25 -0.18 0.21
H 3.258 -1.950 1.017 -0.03 -0.02 0.00 0.43
H 2.169 -0.648 0.524 -0.13 0.12 0.04 -0.53
H 3.624 -0.981 -0.411 -0.04 -0.07 0.10 0.36
H 3.798 -3.576 -1.169 -0.03 0.00 -0.03 0.56
H 2.566 -5.099 -2.700 -0.03 0.06 0.03 0.46
H 0.159 -4.654 -3.173 0.02 -0.02 0.02 0.53
H -4.732 -1.271 -2.585 -0.05 0.03 -0.05 0.57
H -6.231 -0.073 -0.981 0.04 -0.05 0.03 0.46
H -5.462 0.241 1.365 0.03 -0.02 -0.06 0.55
H -3.404 0.451 2.861 0.02 -0.05 -0.01 0.43
H -2.045 -0.642 2.567 0.05 -0.01 -0.04 -0.43
H -3.623 -1.293 2.997 0.01 0.03 -0.01 0.49
H -2.987 -5.474 -3.339 0.01 -0.02 0.03 0.48
H -3.671 -7.450 -1.986 0.02 0.08 0.03 0.45
H -3.741 -7.239 0.489 0.03 0.07 -0.05 0.47
H -4.197 -5.161 2.247 0.06 0.01 -0.02 0.37
H -2.815 -4.055 2.255 0.08 0.13 0.02 0.02
H -2.573 -5.790 2.508 -0.03 0.04 -0.06 0.36
C 0.630 0.159 7.658 -0.03 0.01 0.05 -1.58
C 1.753 -0.334 6.734 0.00 0.01 -0.02 1.83
C 2.193 -1.725 7.196 -0.01 -0.06 -0.01 -2.10
C 2.956 0.616 6.841 0.04 0.03 -0.02 -1.58
C 1.248 -0.352 5.290 0.01 0.14 0.03 -0.13
C 1.158 -1.520 4.547 0.06 -0.04 0.07 -0.33
C 0.712 -1.440 3.247 -0.03 -0.38 -0.07 0.54
Br 0.519 -3.047 2.248 -0.26 -0.07 -0.04 -0.03
C 0.349 -0.258 2.619 -0.14 -0.22 -0.86 -0.43
O -0.008 -0.301 1.296 0.48 0.95 1.42 1.33
C 0.380 0.926 3.357 0.02 0.38 0.18 -0.91
C 0.840 0.829 4.671 -0.03 0.05 0.10 -0.82
C -0.041 2.320 2.853 0.04 -0.03 0.00 2.40
C 1.207 3.221 2.810 0.01 0.01 -0.03 -1.73
C -0.669 2.329 1.456 -0.11 0.12 -0.02 -1.22
C -1.076 2.919 3.826 0.02 -0.06 0.05 -1.79
H 0.984 0.188 8.694 -0.04 0.00 -0.09 0.45
H -0.235 -0.510 7.611 0.06 0.06 0.00 0.35
H 0.296 1.165 7.390 0.03 -0.09 0.02 0.32
H 2.574 -1.663 8.218 -0.03 -0.01 -0.06 0.44
H 2.993 -2.128 6.567 -0.08 0.05 0.08 0.40
H 1.358 -2.435 7.198 0.10 0.08 0.00 0.38
H 3.354 0.600 7.860 -0.04 0.01 -0.09 0.46
H 2.682 1.648 6.607 0.02 -0.09 0.01 0.32
H 3.755 0.313 6.157 -0.06 0.02 0.07 0.36
H 1.428 -2.481 4.959 -0.02 0.03 -0.02 0.59
H 0.879 1.742 5.254 0.01 -0.06 -0.06 0.43
H 1.954 2.815 2.120 -0.10 0.05 0.09 0.23
H 1.672 3.321 3.795 -0.05 -0.01 -0.07 0.33
H 0.931 4.222 2.462 0.03 -0.10 0.04 0.46
H 0.028 2.009 0.684 -0.11 0.03 0.06 -0.61
H -0.978 3.355 1.229 0.02 -0.09 0.03 0.85
H -1.558 1.693 1.387 0.08 0.09 0.03 -0.08
H -0.644 3.165 4.799 -0.03 -0.05 -0.07 0.36
H -1.907 2.225 3.996 0.08 0.08 -0.06 0.30
H -1.483 3.842 3.406 0.04 -0.05 0.03 0.49
C -0.172 4.798 -1.762 0.13 0.16 0.36 -0.45
Si -0.548 3.935 -3.368 0.00 -0.01 0.06 0.55
C -2.370 3.584 -3.478 -0.33 -0.13 -0.11 -0.90
C -0.035 4.992 -4.809 0.22 0.19 -0.32 -1.08
Si 0.680 1.958 -3.412 0.11 -0.25 0.11 0.07
Te -0.731 0.421 -1.989 -0.52 1.04 -0.39 -0.29
Si 2.778 2.071 -2.439 -0.09 0.06 0.00 0.35
C 3.752 3.445 -3.228 0.21 0.31 -0.19 -1.14
C 2.561 2.365 -0.613 -0.06 0.11 0.35 -0.30
C 3.645 0.442 -2.693 0.17 -0.41 -0.15 -0.62
Si 0.577 0.821 -5.429 -0.01 0.00 0.00 0.55
C 1.245 -0.902 -5.188 0.25 -0.35 0.00 -0.43
C -1.207 0.686 -5.940 -0.32 0.09 -0.18 -0.85
C 1.554 1.719 -6.731 0.26 0.25 -0.23 -1.07
H -0.901 5.596 -1.572 0.14 -0.09 0.00 0.46
H 0.831 5.247 -1.777 -0.19 -0.08 0.04 0.32
H -0.215 4.088 -0.925 -0.02 0.16 -0.11 -0.34
H -2.938 4.514 -3.349 0.06 -0.13 -0.04 0.40
H -2.675 2.876 -2.702 -0.03 0.08 -0.05 0.20
H -2.632 3.150 -4.451 0.01 0.09 0.19 0.23
H -0.543 5.964 -4.758 0.09 -0.12 -0.05 0.39
H -0.304 4.518 -5.762 0.04 0.11 0.14 0.26
H 1.049 5.175 -4.816 -0.22 -0.01 -0.02 0.30
H 3.281 4.421 -3.044 0.11 -0.17 -0.04 0.28
H 3.820 3.304 -4.315 0.02 0.05 0.20 0.31
H 4.772 3.479 -2.825 -0.14 0.04 -0.08 0.38
H 2.172 3.374 -0.416 0.09 -0.23 -0.01 0.40
H 3.514 2.253 -0.079 -0.14 0.04 -0.05 0.60
H 1.843 1.643 -0.201 0.19 0.11 -0.04 -0.63
H 3.927 0.303 -3.745 -0.02 0.02 0.21 0.39
H 2.992 -0.394 -2.408 0.14 0.17 -0.13 -0.26
H 4.560 0.396 -2.087 -0.09 -0.02 -0.11 0.45
H 0.654 -1.427 -4.431 0.06 0.00 -0.05 -0.33
H 2.291 -0.899 -4.858 -0.20 -0.03 -0.09 0.24
H 1.182 -1.466 -6.128 0.02 0.04 0.13 0.48
H -1.787 0.197 -5.153 -0.03 0.01 -0.05 0.13
H -1.296 0.091 -6.858 -0.02 0.08 0.11 0.37
H -1.654 1.671 -6.127 0.07 -0.20 0.00 0.24
H 2.625 1.733 -6.487 -0.19 0.01 -0.08 0.29
H 1.219 2.761 -6.831 0.09 -0.21 -0.02 0.27
H 1.433 1.228 -7.705 0.05 0.10 0.12 0.37
```
Forces are in eV/Å.

No. 4
Density functional theory data (ωB97M-V/def2-TZVPD) for a cluster of 9 separate species, C5H25N8O11 in total.

Calculated values
Spin multiplicity: 2
Energy above the lowest of the compared OMol25 structures with the same formula, charge and spin: 0.0 kJ/mol
Total energy: -1471.18793 Ha
HOMO level (spin up / spin down): -0.3388 / -0.3388 hartree

Geometry as XYZ:
```
49
Properties=species:S:1:pos:R:3:forces:R:3:mulliken_charge:R:1
O 1.439 -1.073 -0.825 1.14 -0.66 0.67 -0.55
C 0.446 -0.210 -0.701 -0.08 4.36 3.01 0.45
O -0.427 -0.345 -1.531 -2.57 -0.96 -2.59 -0.67
O 0.436 0.695 0.162 1.34 0.02 1.26 -0.48
H 0.827 -1.429 -1.473 1.08 -2.84 -1.97 0.27
C -3.090 -2.515 0.039 2.34 -3.72 0.86 0.49
O -4.085 -3.071 -0.280 -2.88 -2.00 0.08 -0.64
N -2.859 -1.296 -0.239 0.31 6.27 -1.17 -0.26
N -2.023 -3.141 0.670 0.12 -1.04 0.46 -0.36
H -1.979 -0.976 -0.618 0.29 -0.02 0.02 0.08
H -3.659 -0.837 -0.651 0.13 0.00 -0.20 0.18
H -1.094 -2.754 0.744 -0.44 0.16 -0.08 0.18
H -2.099 -4.142 0.784 0.01 0.26 -0.14 0.22
C 1.763 -1.016 -4.945 4.06 -2.55 -2.18 0.57
O 2.871 -1.245 -5.490 -1.88 0.70 0.62 -0.69
N 0.872 -1.983 -4.688 -1.42 -2.73 -0.17 -0.40
N 1.335 0.094 -4.432 -0.60 3.32 1.29 -0.35
H 1.069 -2.883 -5.103 0.12 0.18 0.04 0.23
H -0.110 -1.750 -4.707 0.03 0.12 0.07 0.23
H 1.920 0.915 -4.485 -0.18 -0.20 0.29 0.24
H 0.798 -0.144 -3.611 -0.30 1.26 0.16 0.17
C 2.847 -1.480 2.849 -4.57 3.11 0.56 0.76
O 3.661 -2.327 3.005 5.82 -5.46 2.27 -0.24
N 2.077 -0.962 3.762 1.47 -1.16 2.02 -0.21
N 2.675 -1.119 1.653 -0.66 2.21 -4.49 -0.11
H 1.324 -0.330 3.530 -1.05 0.47 0.41 0.29
H 2.351 -1.263 4.687 -0.85 0.50 0.29 0.22
H 3.296 -1.318 0.883 -0.33 -0.28 -0.08 0.22
H 2.086 -0.299 1.599 -0.22 0.57 -1.16 0.01
C 0.055 1.752 4.092 0.26 7.30 2.75 0.75
O -0.038 0.613 3.914 -0.13 -6.37 -1.08 -0.69
N -0.038 2.382 5.306 -0.29 -0.37 1.28 -0.43
N 0.319 2.685 3.170 0.51 -0.53 -2.25 -0.34
H -0.173 1.862 6.162 -0.18 0.13 -0.33 0.22
H -0.035 3.391 5.351 -0.03 -0.44 0.18 0.13
H 0.612 2.232 2.316 -0.18 0.87 -0.57 0.15
H 0.399 3.679 3.333 0.09 -0.51 -0.20 0.19
O -2.410 -0.108 -3.519 -0.14 -0.34 -0.55 -0.64
H -3.217 0.189 -3.098 -0.12 0.23 0.01 0.30
H -1.785 -0.201 -2.800 0.28 0.18 0.33 0.50
O -1.905 2.321 -1.487 -0.24 0.30 -0.34 -0.59
H -1.914 2.360 -0.530 -0.24 -0.17 0.41 0.39
H -0.984 2.197 -1.714 0.11 -0.15 -0.21 0.23
O -2.270 1.178 1.243 -0.29 0.82 0.49 -0.75
H -1.328 1.279 1.106 0.49 -0.27 -0.12 0.16
H -2.471 0.311 0.889 -0.14 -0.45 -0.10 0.62
O 1.298 3.653 -1.596 -0.07 0.22 -0.12 -0.67
H 0.971 2.909 -1.091 -0.13 -0.35 0.30 0.32
H 2.245 3.519 -1.636 0.25 -0.02 -0.05 0.30
```
Forces are in eV/Å.

No. 5
Density functional theory data (ωB97M-V/def2-TZVPD) for a cluster of 2 separate species, C5H15N2O in total.

Calculated values
Energy above the lowest of the compared OMol25 structures with the same formula, charge and spin: 297.5 kJ/mol
Total energy: -383.93773 Ha
HOMO level: -0.5486 hartree
Charge: +1

Geometry as XYZ:
```
23
Properties=species:S:1:pos:R:3:forces:R:3:mulliken_charge:R:1
C -2.911 0.476 -0.307 0.91 4.01 -0.16 -1.28
C 1.528 -1.552 -0.681 1.84 1.56 -1.16 -1.21
C 1.391 -0.640 1.432 -4.67 1.96 0.60 -0.94
C -1.501 0.618 0.312 0.13 -2.38 1.26 -0.30
C -0.650 -0.514 -0.170 1.47 -2.73 0.40 0.38
N -0.821 -1.676 -0.669 -1.34 2.16 0.71 -0.56
N 0.851 -0.412 0.064 2.39 -2.73 -1.95 -0.01
O 1.484 2.074 -0.829 1.71 0.64 -3.00 -0.67
H -3.274 -0.472 -0.114 -0.94 -1.85 0.14 0.45
H -3.451 1.205 0.347 -0.42 -0.60 -1.09 0.36
H -2.976 0.791 -1.440 0.25 -0.72 2.41 0.29
H 1.150 -1.629 -1.639 -1.06 -0.25 -1.73 0.48
H 2.606 -1.452 -0.889 -0.13 1.11 0.89 0.39
H 1.457 -2.451 -0.205 -0.75 -2.24 1.43 0.50
H 2.416 -0.714 1.481 2.15 -0.58 -0.30 0.42
H 1.102 0.320 1.905 0.12 -0.95 0.90 0.34
H 0.777 -1.533 1.733 1.07 0.94 0.53 0.39
H -1.390 0.706 1.484 -0.85 -0.76 -2.01 0.35
H -0.951 1.452 0.065 0.71 2.38 -1.18 0.38
H -1.790 -1.845 -0.853 -0.92 -0.25 -0.16 0.26
H 1.409 2.493 -0.008 -0.23 1.13 2.07 0.30
H 1.269 0.329 -0.480 -0.05 1.63 0.50 0.38
H 2.106 2.695 -1.340 -1.37 -1.48 0.89 0.30
```
Forces are in eV/Å.

No. 6
Density functional theory data (ωB97M-V/def2-TZVPD) for the molecule H2P4.

Calculated values
Energy above the lowest of the compared OMol25 structures with the same formula, charge and spin: 71.7 kJ/mol
Total energy: -1366.55459 Ha
HOMO level: -0.3274 hartree

Geometry as XYZ:
```
6
Properties=species:S:1:pos:R:3:forces:R:3:mulliken_charge:R:1
P -1.497 -1.211 0.151 -0.27 0.63 -0.10 -0.01
P -1.711 0.795 -0.320 0.06 -0.35 -0.28 -0.01
P 0.638 -1.046 -0.094 0.05 -0.66 -0.87 -0.06
P 0.380 1.081 0.151 1.40 2.02 -1.13 -0.10
H 0.960 -1.520 1.178 0.44 0.06 0.49 0.08
H 1.231 1.901 -1.066 -1.68 -1.69 1.90 0.09
```
Forces are in eV/Å.